(1)
C73H61BF9NO6P3S2Ti | ωB97M-V with the def2-TZVPD basis set

Values from the calculation:
LUMO: 0.0693 Ha
total charge: -1

The geometry in XYZ format:
```
157
Properties=species:S:1:pos:R:3:forces:R:3:lowdin_charge:R:1
Ti 0.0425 0.3367 0.2777 -1.91 -1.08 -0.53 0.663
S -0.7561 4.1812 2.7958 -0.14 0.78 0.78 0.712
S -1.9420 -0.8069 0.2898 1.42 -0.05 0.76 0.416
P 3.0471 0.9947 -0.1416 1.07 0.83 0.27 1.170
P -2.9250 1.5509 -0.3748 -0.81 1.20 -0.43 0.967
P 1.9203 -2.8193 0.1742 0.15 -0.84 0.36 1.193
F -3.5739 1.1128 -7.1270 0.08 0.32 0.09 0.127
F -2.8217 -0.8359 -6.6251 0.17 -0.13 0.16 0.117
F -4.9318 -0.4373 -6.5261 -0.11 -0.06 0.17 0.126
F -2.5009 7.6191 2.3482 -0.01 -0.27 0.13 0.126
F -9.2093 1.2602 1.8572 0.14 0.19 0.05 0.125
F -9.5136 -0.0131 0.1617 0.12 -0.01 -0.30 0.126
F -3.5546 8.2379 0.5835 -0.11 -0.10 -0.04 0.109
F -1.4167 8.0279 0.5345 0.20 -0.18 -0.10 0.120
F -8.8183 -0.8467 2.0153 0.24 -0.18 0.08 0.127
O 0.2061 -0.8881 -1.2730 0.47 -0.36 -2.29 -0.250
O 0.8474 1.5600 -0.9794 0.04 0.80 -0.83 -0.295
O 0.3904 4.5146 -4.6537 -0.16 -0.57 -0.09 -0.064
O -0.0672 -1.7628 2.6692 0.47 -0.48 -0.16 0.005
O 0.1603 0.4360 3.0753 0.67 0.09 0.26 0.022
O 4.2969 -1.3812 -0.0850 0.26 -0.18 -0.09 -0.081
N -0.5745 2.0324 1.0759 0.21 0.83 0.84 -0.058
C 2.7077 3.8856 0.1869 0.01 -0.19 -0.07 -0.091
C 0.6924 -3.9006 -0.6389 0.06 0.15 -0.14 -0.374
C 4.2265 2.4081 -2.3691 -0.03 -0.04 0.09 -0.080
C 2.0452 -3.6664 1.8055 -0.07 0.05 -0.01 -0.339
C 1.6233 -5.4443 3.3671 0.00 -0.14 0.14 -0.089
C 2.7393 2.4277 2.0907 0.07 -0.01 -0.16 -0.116
C 2.6096 3.5101 2.9346 0.13 0.07 0.12 -0.099
C 6.9196 1.4396 1.3854 0.15 0.06 0.05 -0.089
C -1.9010 5.4793 -0.4135 -0.15 0.33 0.25 -0.023
C -3.1897 1.2106 -2.1525 -0.09 0.17 -0.12 -0.330
C -1.3738 -5.3411 -1.8316 -0.04 -0.07 -0.04 -0.097
C -0.0266 -0.6457 -2.4845 -0.16 -0.25 -0.09 -0.337
C -3.3893 -0.1258 -2.5186 -0.01 -0.05 -0.05 -0.105
C 5.2421 -0.5273 0.4055 0.31 0.71 0.30 -0.265
C 2.8061 -3.0215 2.7748 -0.03 -0.05 -0.03 -0.095
C -3.7233 0.1041 -6.2535 -0.16 -0.16 -0.29 -0.579
C -3.2305 2.1867 -3.1457 0.03 -0.10 0.19 -0.065
C 2.9829 -3.5885 4.0226 0.19 0.00 0.05 -0.102
C 4.0354 1.5911 -4.6227 -0.05 -0.05 -0.08 -0.088
C 2.8215 2.6057 0.7084 -0.14 -0.19 0.01 -0.367
C 0.7297 5.6074 -3.8347 0.07 0.23 0.18 -0.071
C -3.5687 0.5065 -4.8232 -0.02 0.15 -0.02 -0.145
C -3.5803 -0.4777 -3.8365 -0.04 0.20 -0.27 -0.026
C -3.4063 1.8409 -4.4699 -0.14 -0.31 -0.28 -0.023
C -2.5322 7.4466 1.0147 -0.19 0.49 -0.13 -0.577
C 2.5655 4.9716 1.0371 0.06 0.15 0.07 -0.085
C 4.4653 2.5535 -3.7254 0.13 0.13 0.00 -0.084
C -2.7082 6.0292 0.5798 -0.04 -0.12 -0.03 -0.166
C 4.5742 -2.6379 -0.5270 -0.08 -0.74 -0.23 -0.266
C -0.1235 -5.2934 -2.4247 0.01 -0.05 -0.16 -0.104
C -3.8788 3.9438 0.7835 -0.09 -0.10 -0.30 -0.081
C -0.1588 2.2448 -4.8862 0.07 -0.03 -0.19 -0.006
C -0.7239 -0.0077 4.1081 -0.44 0.06 0.29 -0.443
C -3.6970 5.2513 1.1788 0.26 0.39 -0.10 -0.039
C -2.0740 0.6677 3.8290 0.32 -0.03 -0.16 -0.012
C 3.1190 0.3301 -2.8054 0.06 -0.03 0.12 -0.092
C 0.8998 -4.5574 -1.8475 -0.04 -0.03 0.09 -0.123
C 5.9599 -4.3162 -1.5265 -0.03 -0.01 0.04 -0.082
C 2.3846 -4.8007 4.3272 0.09 -0.02 0.04 -0.111
C -5.7188 1.7593 -0.5155 -0.10 -0.06 0.09 -0.076
C 3.7394 -4.8659 -0.7971 0.22 0.00 0.01 -0.092
C -7.0175 1.4573 -0.1662 -0.11 -0.08 0.10 -0.008
C 5.7803 -3.0112 -1.1033 0.09 0.23 -0.05 -0.023
C -0.3059 0.9843 -4.3745 0.16 0.06 0.06 -0.018
C 3.5150 1.3100 -1.8995 -0.39 -0.23 0.20 -0.307
C 0.4679 1.7490 -2.1970 -0.26 -0.11 -1.11 -0.313
C 3.3802 0.4647 -4.1561 0.08 -0.06 -0.14 -0.072
C -0.7369 -1.5687 3.9227 -0.03 -0.06 0.44 -0.440
C -0.6255 2.9520 1.8122 -0.02 -0.82 -0.86 -0.853
C -0.5785 -3.9266 -0.0624 0.07 0.00 -0.02 -0.132
C -7.2632 0.4615 0.7744 0.04 -0.16 0.09 -0.130
C -6.2087 -0.2493 1.3323 -0.50 0.10 -0.02 -0.001
C 1.4635 -4.8900 2.1086 0.02 0.01 0.00 -0.077
C -2.1346 -2.1734 3.7871 0.35 0.15 -0.15 -0.008
C -4.6503 1.0858 0.0743 -0.01 -0.16 0.04 -0.343
C -0.0011 0.6836 -3.0318 0.08 0.57 0.60 -0.102
C -3.1149 3.3818 -0.2503 0.16 0.09 0.30 -0.341
C 2.5368 4.7902 2.4082 0.10 0.04 -0.03 -0.129
C 3.5143 -3.5476 -0.4317 -0.01 0.61 -0.06 -0.250
C 6.4732 -0.8825 0.9358 -0.08 -0.32 -0.04 -0.024
C -1.6024 -4.6432 -0.6540 -0.06 -0.04 -0.06 -0.073
C -0.1938 0.4972 5.4492 0.03 -0.10 -0.41 -0.005
C -8.6756 0.2075 1.1960 -0.45 0.00 0.13 -0.583
C 4.8081 0.8016 0.4270 -0.26 -0.63 0.00 -0.242
C 5.6628 1.7786 0.9085 0.03 -0.04 -0.04 -0.070
C -2.0872 4.1687 -0.7924 -0.33 -0.17 -0.15 -0.106
C 4.9549 -5.2516 -1.3422 -0.02 -0.19 -0.01 -0.088
C 0.5835 3.0441 -2.7428 0.16 0.14 0.20 0.046
C 0.2884 3.2946 -4.0619 -0.05 -0.16 -0.06 -0.255
C -0.3538 -1.8109 -3.3878 0.13 0.06 0.51 0.043
C -4.9132 0.0645 0.9733 0.19 0.10 0.05 -0.096
C 0.0413 -2.3274 5.0003 -0.12 0.20 -0.39 -0.007
C 7.3108 0.1125 1.4182 -0.04 0.00 -0.02 -0.086
B 0.3850 -0.5677 2.1496 -0.86 -0.49 1.93 -0.726
H 2.9577 -5.5986 -0.6542 -0.04 -0.02 -0.02 0.107
H 2.7880 1.4185 2.4900 -0.05 0.07 0.10 0.108
H 2.5036 -5.2300 5.3124 0.00 -0.05 0.05 0.099
H 6.8961 -4.5990 -1.9887 0.03 -0.03 0.00 0.102
H -2.5879 -4.6467 -0.2102 -0.04 0.04 0.08 0.106
H -3.3662 -0.8893 -1.7519 -0.09 -0.01 -0.05 0.047
H -0.6719 0.2029 -5.0230 0.01 -0.07 -0.07 0.110
H 1.0654 -1.9707 5.0524 0.08 0.05 0.10 0.078
H -2.3997 0.4385 2.8134 -0.08 -0.07 0.03 0.051
H -4.6168 3.3337 1.2898 -0.02 0.09 0.02 0.105
H -7.8443 1.9861 -0.6171 -0.08 0.07 -0.03 0.121
H -2.0381 -3.2507 3.6726 -0.01 -0.15 0.02 0.088
H 3.0714 -0.3066 -4.8471 -0.07 -0.06 -0.06 0.105
H -3.1184 3.2271 -2.8861 0.00 0.13 0.02 0.097
H 3.5741 -3.0765 4.7696 0.04 0.05 0.04 0.105
H 0.8694 -5.4120 1.3720 -0.02 -0.01 -0.01 0.100
H 1.8577 -4.4963 -2.3465 -0.03 -0.02 -0.02 0.099
H 6.7734 -1.9192 0.9868 0.02 -0.01 0.01 0.111
H -6.3958 -1.0382 2.0444 -0.06 -0.05 0.07 0.116
H 2.6055 -0.5482 -2.4343 -0.04 -0.03 0.01 0.101
H 6.5631 -2.2789 -1.2337 0.04 0.01 -0.03 0.115
H 8.2743 -0.1637 1.8224 0.06 -0.01 0.04 0.100
H 4.2160 1.7134 -5.6810 0.03 0.01 -0.07 0.099
H -1.9288 1.7451 3.8843 -0.02 0.08 0.07 0.054
H 0.0748 -3.3783 4.7266 -0.01 -0.11 -0.02 0.076
H 4.6079 3.1448 -1.6774 -0.01 0.09 0.07 0.099
H 5.1099 -6.2807 -1.6353 0.02 -0.05 -0.01 0.098
H 5.3460 2.8124 0.9164 -0.06 0.05 0.06 0.107
H -5.5262 2.5391 -1.2373 0.01 0.06 -0.09 0.113
H -2.7453 -1.9591 4.6605 -0.08 -0.01 0.12 0.088
H 2.4788 5.9682 0.6267 -0.02 0.07 -0.04 0.101
H 0.0584 -5.8181 -3.3527 -0.02 -0.03 -0.08 0.099
H 2.5593 3.3573 4.0023 -0.07 -0.01 0.09 0.106
H -3.4184 2.6029 -5.2340 0.03 0.08 -0.06 0.119
H -0.3915 2.4666 -5.9169 -0.06 -0.02 -0.08 0.120
H -1.2248 -1.5933 -4.0005 0.04 0.08 -0.07 0.067
H -4.0830 -0.4928 1.3792 -0.01 0.00 0.10 0.014
H 3.2420 -2.0571 2.5461 0.07 0.12 0.01 0.110
H -2.8357 0.3786 4.5488 -0.09 -0.08 0.08 0.089
H -1.1202 6.0822 -0.8583 0.06 -0.04 0.02 0.106
H 1.7395 5.5008 -3.4232 -0.07 0.01 -0.01 0.096
H 4.9995 3.4222 -4.0846 0.05 0.07 -0.02 0.099
H 7.5840 2.2088 1.7536 0.03 0.05 0.02 0.098
H 0.9163 3.8123 -2.0620 0.05 0.07 -0.03 0.104
H -0.4341 -2.2322 5.9729 -0.05 0.05 0.15 0.089
H 2.4326 5.6392 3.0669 -0.07 0.07 0.04 0.100
H 0.6866 6.4857 -4.4769 0.03 -0.03 0.08 0.095
H -0.5648 -2.6728 -2.7621 0.00 -0.02 -0.04 0.067
H 2.7296 4.0454 -0.8817 0.00 -0.02 -0.07 0.081
H -2.1701 -5.9117 -2.2930 -0.02 0.01 0.00 0.097
H -4.2992 5.6761 1.9705 -0.03 -0.02 0.07 0.123
H 0.0122 5.7179 -3.0157 0.05 0.04 -0.01 0.084
H -2.6087 -1.7818 2.8921 -0.13 0.03 -0.05 0.045
H -0.8428 0.1850 6.2628 -0.08 -0.06 0.15 0.088
H -0.1731 1.5842 5.4169 -0.01 0.11 0.00 0.085
H 0.8160 0.1436 5.6322 0.11 -0.07 0.08 0.080
H -3.7482 -1.5115 -4.1075 0.03 -0.09 -0.01 0.126
H -1.4119 3.7177 -1.5077 0.03 0.05 -0.02 0.078
H 0.4918 -2.0335 -4.0392 0.05 -0.02 -0.07 0.102
H 1.1435 -6.3840 3.6042 -0.02 -0.09 -0.01 0.099
H -0.7527 -3.3673 0.8463 -0.10 0.05 0.07 0.075
```
Forces are in eV/Å.



(2)
C73H62AsBaN2O5PS2 | ωB97M-V with the def2-TZVPD basis set

Values from the calculation:
LUMO: 0.1418 Ha
relative energy (zero: lowest compared OMol25 entry of this formula, charge and spin): 0.000 eV
total charge: -2

The geometry in XYZ format:
```
147
Properties=species:S:1:pos:R:3:forces:R:3:lowdin_charge:R:1
Ba 0.0489 0.1794 -0.1960 0.35 2.84 3.53 1.897
As -2.4564 1.5706 1.1520 -0.83 0.76 1.28 1.167
S -1.8745 -1.7610 -1.1888 -2.19 -2.43 -1.01 0.360
S 3.8711 -3.1617 2.2639 -0.20 0.31 -0.14 1.053
P -1.1690 -2.9354 1.5272 0.12 -0.79 0.90 1.159
O -2.4787 -1.1707 0.0035 0.08 0.08 -0.49 -0.469
O -0.4149 -1.7465 -1.1860 -0.53 -3.00 -2.02 -0.674
O -2.4651 -1.4049 -2.4539 0.02 0.07 -0.08 -0.300
O -1.5245 1.5512 -1.3958 -0.92 0.82 -1.31 -0.524
O 2.0424 0.7784 -0.8251 3.48 1.12 -1.17 -0.552
N 0.7287 3.4033 -0.6505 -0.04 -0.17 -0.08 0.188
N 2.2431 -2.0456 0.5842 -0.58 0.43 -0.03 0.110
C 3.9245 -3.6776 0.6159 -0.11 0.16 0.05 -0.495
C -0.1274 2.3620 -5.9619 -0.04 0.00 -0.03 -0.103
C 5.8584 -0.0381 1.7290 0.07 -0.04 0.07 -0.105
C 4.7425 -4.6261 0.0193 0.05 -0.04 -0.06 -0.115
C -2.5138 -2.0666 3.7740 0.07 0.05 -0.05 -0.133
C 4.6020 -4.8546 -1.3410 0.03 -0.02 0.10 -0.119
C -3.4208 1.0562 2.8192 0.06 0.02 0.06 -0.308
C 4.7738 0.7354 1.3296 -0.06 0.11 -0.02 -0.035
C -2.6739 -2.7605 2.5737 0.01 0.11 -0.01 -0.345
C -5.7962 2.4195 -3.9304 -0.03 0.02 -0.03 -0.121
C -3.1470 2.4856 -2.9710 -0.02 -0.01 0.11 -0.138
C 0.9829 -0.1952 2.4440 0.30 -0.18 0.83 -0.190
C -1.8324 -4.0878 0.2331 -0.17 0.14 -0.21 -0.324
C 4.2816 0.6525 0.0344 -0.06 -0.12 0.10 -0.144
C -4.1574 2.0105 0.2997 -0.08 -0.02 -0.12 -0.272
C 3.5689 2.9279 -4.0615 0.03 0.06 -0.12 -0.071
C -3.6857 5.1268 1.1616 0.14 -0.07 0.02 -0.058
C 0.8092 5.1757 -2.2479 -0.03 -0.05 0.07 -0.031
C 1.9024 -0.4744 5.1738 -0.02 0.03 0.04 -0.129
C 0.6566 1.2172 -5.9101 0.05 -0.03 -0.02 -0.121
C -5.0052 -3.0703 3.1236 -0.02 -0.04 0.01 -0.094
C -0.0890 0.8360 -3.6519 -0.06 0.09 -0.04 -0.032
C 2.6472 4.8214 -0.7900 -0.05 0.02 0.03 -0.040
C -5.3339 5.9337 2.7190 -0.01 0.00 -0.01 -0.125
C 5.9561 -1.0304 -0.4476 -0.02 -0.06 -0.03 -0.089
C -0.8532 1.9968 -3.6799 0.05 -0.11 0.08 -0.104
C 4.8768 -0.2594 -0.8385 0.00 -0.02 0.03 -0.028
C -0.2940 -4.2317 2.5431 0.10 0.03 -0.17 -0.340
C 4.7998 3.5649 -3.9882 -0.02 0.03 -0.03 -0.117
C -5.1901 1.2683 -3.4423 -0.01 -0.01 0.00 -0.078
C -4.7891 5.9137 1.4415 -0.04 0.04 0.01 -0.101
C -0.8791 2.7397 -4.8603 0.14 0.05 -0.03 -0.029
C -4.8241 -2.4166 4.3341 0.00 0.00 0.00 -0.110
C -3.5733 -1.9092 4.6536 -0.02 -0.02 0.08 -0.106
C -3.0850 4.3282 2.1425 -0.24 0.17 0.09 -0.308
C -2.0081 -5.4611 0.3912 -0.05 0.13 0.01 -0.082
C -3.6402 4.3745 3.4261 0.10 -0.02 -0.02 -0.071
C -2.7546 -4.2699 -2.0109 -0.04 0.09 -0.07 -0.056
C 6.4630 -0.9122 0.8418 -0.01 -0.03 0.06 -0.124
C 1.9733 -1.1306 2.8458 -0.31 0.43 0.37 -0.296
C 1.5624 -5.7925 2.5513 0.06 -0.07 -0.04 -0.106
C 3.6562 -4.1489 -2.0880 0.00 -0.02 -0.12 -0.098
C 1.9858 3.6906 -0.3039 0.01 0.31 0.07 -0.268
C 3.0642 2.2592 -2.9559 -0.01 -0.05 0.18 -0.006
C 3.1424 1.5186 -0.5337 0.38 0.30 0.16 -0.502
C -0.5561 -4.5839 3.8645 -0.07 0.02 -0.06 -0.079
C 0.1481 4.1170 -1.6186 0.10 0.34 -0.14 -0.239
C 2.5597 -1.9929 1.8266 0.66 -0.70 -0.05 -0.477
C 0.7835 -4.8513 1.9018 -0.05 0.05 0.03 -0.124
C 2.4177 -1.2708 4.1714 0.04 -0.15 -0.26 -0.098
C -1.2752 3.8630 -2.0143 -0.11 -0.48 0.05 -0.061
C -2.2109 -3.5158 -0.9867 0.29 0.14 0.36 -0.248
C 3.7694 2.2265 -1.7620 -0.13 -0.13 -0.09 -0.160
C 5.5219 3.5224 -2.8012 0.03 0.02 0.05 -0.103
C 0.2260 -5.5276 4.5198 0.02 -0.02 0.01 -0.098
C 1.2887 -6.1340 3.8688 -0.03 -0.01 0.04 -0.109
C -2.5466 -6.2238 -0.6353 -0.04 -0.11 -0.09 -0.093
C -2.9251 -5.6347 -1.8348 0.04 0.00 0.08 -0.091
C 5.0103 2.8570 -1.6976 0.01 0.02 -0.04 -0.048
C 2.7412 2.6775 0.4898 -0.14 -0.43 -0.42 -0.044
C 0.9101 0.4450 4.8439 -0.01 0.02 0.10 -0.128
C 2.8405 -3.2013 -1.4977 -0.11 0.18 0.08 -0.003
C 2.0558 5.5620 -1.7926 0.00 -0.01 0.01 -0.073
C -3.9394 -3.2453 2.2517 0.06 0.07 -0.01 -0.070
C -4.7470 5.1599 3.7098 -0.07 0.04 0.03 -0.109
C 2.9759 -2.9510 -0.1336 0.33 -0.45 0.17 -0.324
C -1.9506 3.4320 1.8323 0.01 -0.36 -0.26 -0.292
C -3.7666 3.6325 -3.4657 -0.03 0.04 0.00 -0.062
C -5.0739 3.6002 -3.9414 -0.05 0.02 -0.02 -0.110
C -3.8888 1.3070 -2.9727 0.07 -0.01 0.00 -0.024
C 0.6605 0.4508 -4.7556 0.00 -0.06 -0.05 -0.078
C -1.6770 2.4056 -2.4335 -0.04 0.50 -0.16 -0.507
C 0.4758 0.5514 3.5300 -0.03 0.05 -0.13 -0.181
H -5.2336 6.5117 0.6541 0.02 0.00 0.00 0.094
H -4.0207 2.5836 -0.6090 0.06 0.05 -0.09 0.009
H -3.2730 5.1239 0.1610 -0.01 -0.03 -0.06 0.099
H -5.5255 4.5092 -4.3251 0.00 0.01 0.04 0.087
H -1.7312 -5.9398 1.3219 0.02 0.02 0.01 0.106
H -6.2025 6.5440 2.9360 0.00 -0.01 0.01 0.085
H -4.8007 2.5629 0.9859 0.02 -0.03 0.04 0.022
H 2.9954 2.9546 -4.9818 -0.02 -0.03 0.03 0.092
H 2.1098 2.1878 1.2340 0.11 0.10 0.16 0.108
H -5.6576 -2.2813 5.0131 0.00 -0.01 0.00 0.090
H -1.5442 -1.6316 4.0016 0.01 0.01 0.06 0.107
H -2.6738 -7.2918 -0.4984 0.00 0.01 0.02 0.093
H -3.0304 -3.7709 -2.9316 0.01 -0.02 0.01 0.108
H -0.0774 0.2321 -2.7565 -0.08 0.04 -0.33 0.047
H -4.1039 -3.7451 1.3069 0.02 -0.06 -0.02 0.102
H -6.8170 2.3991 -4.2957 0.01 -0.02 0.01 0.085
H 3.5691 -4.3547 -3.1483 -0.04 0.04 0.00 0.093
H -5.7367 0.3319 -3.4178 0.01 0.00 -0.01 0.098
H -0.1658 2.9507 -6.8723 0.03 0.04 0.03 0.089
H 3.6252 3.1286 0.9419 -0.04 0.04 0.05 0.109
H 6.4891 4.0103 -2.7391 0.00 -0.01 0.01 0.088
H 5.2323 -5.5894 -1.8279 0.00 0.01 0.00 0.087
H -1.2867 3.8308 1.0653 0.01 0.07 0.03 0.048
H -1.5081 4.5616 -2.8156 0.02 0.09 0.09 0.081
H 5.5811 2.8243 -0.7749 0.01 -0.02 -0.01 0.119
H 1.0040 -4.5818 0.8737 0.07 -0.02 0.00 0.107
H -3.9091 0.1003 2.6245 0.01 -0.03 0.00 0.011
H -0.0065 -5.7911 5.5456 0.03 0.02 0.00 0.092
H 2.0980 -2.6304 -2.0424 0.03 -0.07 -0.09 0.114
H 7.3035 -1.5198 1.1577 0.00 0.01 0.00 0.090
H 2.2624 -0.5633 6.1926 -0.02 -0.04 0.00 0.082
H 6.3988 -1.7340 -1.1439 -0.02 0.00 0.00 0.098
H 5.1995 4.0907 -4.8484 -0.01 -0.01 -0.01 0.084
H -4.6392 1.0678 0.0352 0.06 -0.02 -0.03 0.036
H -5.9821 -3.4562 2.8550 0.00 0.03 -0.01 0.093
H 6.2250 0.0370 2.7469 -0.02 0.01 0.00 0.095
H -1.4996 3.6251 -4.9327 -0.02 0.01 0.04 0.103
H 1.2593 -0.4515 -4.7090 0.01 0.01 0.05 0.108
H -3.3421 -6.2391 -2.6313 -0.01 0.00 0.00 0.093
H 2.5664 6.4118 -2.2311 0.01 0.00 0.01 0.099
H 3.6328 5.0730 -0.4226 0.04 -0.07 -0.01 0.107
H 3.1656 -2.0198 4.4165 0.04 0.04 0.08 0.062
H -1.9241 4.0773 -1.1631 -0.05 0.10 0.04 0.101
H 1.9066 -6.8582 4.3868 -0.01 -0.01 -0.01 0.090
H -4.1862 1.7860 3.0935 0.02 0.01 -0.03 0.006
H 2.3989 -6.2479 2.0342 -0.01 0.03 -0.03 0.098
H 0.4846 1.0716 5.6245 -0.02 0.02 -0.03 0.084
H -2.7340 0.9240 3.6581 0.02 -0.03 -0.04 0.009
H -1.3626 3.2240 2.7279 0.07 0.02 -0.04 0.058
H 2.1090 1.7549 -2.9754 0.02 0.04 -0.05 0.091
H -3.4279 -1.3751 5.5852 0.02 0.03 -0.03 0.102
H -3.4176 0.4206 -2.5837 0.03 -0.11 0.07 0.083
H 5.4811 -5.1640 0.6020 -0.01 -0.02 -0.02 0.097
H -3.1858 3.7855 4.2148 -0.01 -0.04 -0.03 0.107
H -0.3151 1.2756 3.3234 0.04 0.02 0.08 0.041
H 4.3176 1.4111 2.0435 -0.02 -0.06 -0.01 0.108
H -3.2584 4.5884 -3.4847 0.00 -0.05 0.00 0.092
H 1.2650 0.9322 -6.7611 -0.04 -0.04 -0.01 0.090
H -5.1596 5.1667 4.7127 0.03 -0.01 0.00 0.091
H 0.3233 5.7052 -3.0576 -0.01 -0.01 0.00 0.101
H -1.3792 -4.1276 4.3962 -0.02 -0.01 0.00 0.087
H 4.4768 -0.3449 -1.8423 0.01 -0.02 -0.01 0.128
```
Forces are in eV/Å.



| no. | F_max (eV/Å) |
| --- | --- |
| 1 | 2.4 |
| 2 | 4.5 |